{"formula": "C4H6F2NO", "method": "ωB97M-V/def2-TZVPD", "largest_force_ev_per_a": 6.3, "charge": 1, "homo_ev": [-14.2283, -14.2278], "relative_energy_kj_mol": 335.9, "lumo_energy_ha": [-0.2164, -0.2164], "species": ["C", "C", "C", "C", "N", "O", "F", "F", "H", "H", "H", "H", "H", "H"], "xyz": [[0.990, -1.215, -0.525], [-0.678, 0.428, -0.296], [-0.690, 0.056, -1.836], [0.571, -0.341, 1.651], [0.507, -0.296, 0.224], [-0.823, 1.716, 0.080], [-1.525, -0.783, -2.325], [-0.126, 0.947, -2.571], [1.631, -1.988, -0.310], [-1.604, 0.063, 0.053], [0.979, 0.637, 2.018], [1.124, -1.162, 1.935], [-0.350, -0.166, 2.096], [-0.005, 2.103, -0.193]], "forces_ev_per_angstrom": [[-3.40, 3.60, -3.86], [-0.66, -1.03, -0.55], [2.69, -0.86, 1.81], [1.36, 4.08, 0.57], [-1.37, -1.26, 0.18], [0.72, 0.09, -0.57], [0.59, 1.40, -0.16], [-0.95, -1.00, -0.58], [1.52, -1.50, 1.22], [-0.85, -1.72, 0.70], [0.73, -0.94, -0.31], [0.98, -1.62, 1.04], [-2.27, -0.93, 0.60], [0.91, 1.69, -0.09]]}